A 4-piece molecular cluster, C5H16IO3 overall. Source: the Open Molecules 2025 dataset; level of theory: ωB97M-V/def2-TZVPD.

```
25
Properties=species:S:1:pos:R:3:forces:R:3
I 27.0826 6.5050 18.6721 0.07 0.09 0.16
C 27.6567 4.4544 22.3316 0.07 -0.70 -0.78
O 26.4147 5.0434 22.0312 0.01 0.39 0.38
H 28.2492 4.3806 21.4156 0.19 0.02 0.06
H 28.2722 4.9370 23.0945 -0.27 0.39 0.11
H 27.4633 3.4292 22.6546 0.03 -0.03 0.16
H 26.5328 5.6176 21.2568 -0.04 -0.04 -0.05
C 24.1168 9.8160 18.8519 -0.04 0.12 0.26
O 24.0861 8.4873 18.4014 0.10 -0.21 0.25
H 24.5538 9.9259 19.8502 0.17 -0.10 -0.05
H 24.6612 10.4616 18.1597 0.10 0.15 -0.05
H 23.0954 10.1960 18.9415 -0.05 -0.11 -0.20
H 24.9101 8.0311 18.6750 -0.27 0.11 -0.29
C 27.8155 11.8683 18.9668 0.61 0.06 0.61
C 28.2197 10.4506 18.5885 -0.65 -0.93 -0.21
C 29.2901 10.3870 17.5071 -0.65 0.89 -0.76
O 28.5690 9.6578 19.7053 0.36 0.31 0.59
H 28.6627 12.5110 19.2344 0.14 -0.08 -0.34
H 27.2030 11.8853 19.8693 -0.31 -0.27 -0.19
H 27.2707 12.2968 18.1275 -0.01 0.21 0.06
H 27.2957 10.0066 18.1923 0.12 -0.04 -0.31
H 29.4019 9.3922 17.0816 0.24 -0.17 0.42
H 30.2307 10.8478 17.8117 0.10 -0.35 0.24
H 28.9364 10.9994 16.6633 0.04 0.00 0.04
H 28.3280 8.7249 19.5376 -0.06 0.29 -0.15
```
Positions in Å, forces in eV/Å.

The calculated total energy is -19689.9655 eV. The value obtained for the HOMO-LUMO gap is 7.983 eV. Its net charge is -1. The calculation puts the LUMO energy at 3.340 eV.

natural (NBO) atomic charge list, values in e, 8 entries: -0.922 -0.244 -0.752 0.178 0.145 0.153 0.501 -0.240